1.
{"formula": "C28H69BN4O5S", "method": "ωB97M-V/def2-TZVPD", "symbols": ["C", "C", "B", "O", "C", "C", "O", "S", "O", "O", "O", "H", "H", "H", "H", "H", "H", "H", "H", "H", "C", "C", "N", "C", "C", "C", "C", "H", "H", "H", "H", "H", "H", "H", "H", "H", "H", "H", "H", "H", "H", "H", "C", "C", "N", "C", "C", "C", "C", "H", "H", "H", "H", "H", "H", "H", "H", "H", "H", "H", "H", "H", "H", "H", "C", "C", "N", "C", "C", "C", "C", "H", "H", "H", "H", "H", "H", "H", "H", "H", "H", "H", "H", "H", "H", "H", "C", "C", "N", "C", "C", "C", "C", "H", "H", "H", "H", "H", "H", "H", "H", "H", "H", "H", "H", "H", "H", "H"], "coordinates": [[-8.6886, 0.1595, -3.4699], [-7.1679, 0.2447, -3.6793], [-6.3548, -0.6103, -2.6685], [-6.7169, -1.8701, -2.3933], [-5.0970, 0.0560, -1.9361], [-5.3474, 0.3790, -0.4956], [-4.1134, 1.0255, -0.1246], [-2.9740, 0.0348, -0.7277], [-1.8763, 0.6953, -1.2622], [-2.7084, -0.8693, 0.3220], [-3.8554, -0.7206, -1.8352], [-9.1546, 1.0198, -3.9282], [-9.0700, -0.7154, -3.9698], [-8.9762, 0.1618, -2.4280], [-6.9449, -0.1252, -4.6779], [-6.8404, 1.2768, -3.6518], [-6.3435, -2.1628, -1.5406], [-4.7991, 0.9492, -2.4682], [-5.3737, -0.5340, 0.0845], [-6.2282, 0.9976, -0.4235], [3.8466, -2.8809, 1.3537], [2.5554, -3.5955, 1.7232], [1.7310, -2.8392, 2.6445], [0.6409, -3.6101, 3.2125], [-0.4615, -4.1125, 2.2707], [1.3948, -1.4903, 2.2258], [0.6485, -1.3133, 0.8984], [4.4152, -2.6172, 2.2471], [4.4652, -3.5345, 0.7380], [3.6655, -1.9725, 0.7779], [2.8148, -4.5395, 2.2105], [2.0210, -3.8622, 0.7971], [0.1829, -3.0183, 4.0107], [1.0834, -4.4771, 3.7146], [-1.1336, -3.3124, 1.9637], [-1.0680, -4.8609, 2.7851], [-0.0538, -4.5826, 1.3755], [2.3232, -0.9131, 2.1763], [0.8222, -1.0147, 3.0268], [1.0603, -1.9399, 0.1053], [0.7219, -0.2769, 0.5619], [-0.4114, -1.5310, 0.9950], [2.0283, 1.3823, -1.9952], [2.8910, 1.8101, -0.8176], [4.3097, 1.5891, -1.0133], [5.0855, 1.7340, 0.2042], [5.1462, 3.1157, 0.8687], [4.8772, 2.1901, -2.2056], [4.7522, 3.7110, -2.3783], [2.2027, 0.3371, -2.2547], [0.9735, 1.4919, -1.7399], [2.2095, 1.9945, -2.8803], [2.5766, 1.2244, 0.0508], [2.6614, 2.8609, -0.5762], [6.1042, 1.3915, 0.0043], [4.6808, 1.0238, 0.9327], [5.7968, 3.8012, 0.3274], [5.5529, 3.0186, 1.8771], [4.1607, 3.5728, 0.9581], [4.4180, 1.7108, -3.0735], [5.9311, 1.9069, -2.2583], [3.7547, 4.0724, -2.1259], [4.9409, 3.9777, -3.4200], [5.4763, 4.2549, -1.7739], [-4.6028, 0.4112, -6.9546], [-3.7467, 0.8787, -5.7876], [-2.3278, 0.6810, -5.9981], [-1.5426, 0.8679, -4.7896], [-1.5016, 2.2638, -4.1587], [-1.7837, 1.2667, -7.2092], [-1.9385, 2.7809, -7.4120], [-4.3968, -0.6323, -7.1950], [-5.6591, 0.4987, -6.6954], [-4.4407, 1.0113, -7.8498], [-4.0302, 0.2978, -4.9032], [-4.0001, 1.9289, -5.5623], [-0.5194, 0.5370, -4.9846], [-1.9296, 0.1692, -4.0413], [-0.8627, 2.9478, -4.7167], [-1.0939, 2.1929, -3.1513], [-2.4940, 2.7105, -4.0757], [-2.2411, 0.7605, -8.0627], [-0.7258, 1.0016, -7.2655], [-2.9401, 3.1300, -7.1576], [-1.7644, 3.0292, -8.4606], [-1.2192, 3.3499, -6.8256], [0.4696, 0.6059, 7.1073], [1.1891, -0.6080, 6.5400], [2.6306, -0.4610, 6.5139], [3.2930, -1.4873, 5.7278], [3.2035, -2.9403, 6.2092], [3.2511, -0.1290, 7.7823], [3.0390, -1.0871, 8.9638], [0.7489, 1.5113, 6.5674], [-0.6085, 0.4718, 7.0113], [0.6832, 0.7543, 8.1662], [0.8550, -0.7515, 5.5088], [0.8646, -1.5033, 7.0962], [4.3467, -1.2150, 5.6181], [2.8788, -1.4470, 4.7161], [3.8508, -3.1306, 7.0650], [3.5270, -3.6068, 5.4071], [2.1849, -3.2237, 6.4761], [2.8981, 0.8612, 8.0807], [4.3222, -0.0005, 7.6107], [2.0023, -1.4159, 9.0452], [3.2937, -0.5803, 9.8968], [3.6732, -1.9695, 8.8967]], "forces_ev_per_angstrom": [[0.380, 0.314, -0.397], [-0.329, -0.137, 0.278], [0.720, 0.252, -0.461], [-0.280, -0.585, 1.163], [-0.083, -0.517, -0.449], [0.291, 0.265, -0.657], [0.365, 0.166, -0.813], [-1.068, -1.434, 2.002], [1.122, 1.804, -1.474], [-0.026, -1.171, 0.595], [-0.019, 0.578, 0.184], [-0.262, 0.228, -0.160], [-0.290, -0.397, 0.116], [-0.079, -0.164, 0.300], [0.180, 0.007, -0.281], [0.146, 0.302, -0.048], [0.052, -0.308, -0.760], [-0.224, 0.515, -0.128], [-0.647, -0.247, 0.289], [0.070, 0.513, 0.706], [0.017, -0.005, -0.037], [0.093, 0.018, -0.147], [-0.084, -0.003, 0.183], [-0.068, -0.181, 0.145], [-0.085, 0.035, 0.069], [0.167, 0.333, -0.161], [-0.084, 0.059, 0.044], [-0.033, 0.034, 0.023], [0.008, -0.016, -0.005], [0.003, 0.009, -0.002], [-0.092, -0.021, 0.046], [0.030, -0.010, -0.005], [0.016, 0.084, -0.033], [0.068, -0.002, -0.058], [0.036, 0.020, -0.065], [0.018, -0.009, 0.017], [0.028, 0.006, -0.008], [0.040, -0.066, -0.006], [-0.066, -0.121, 0.045], [0.040, -0.010, 0.019], [0.026, 0.015, 0.020], [-0.010, -0.084, -0.068], [-0.012, 0.047, -0.074], [-0.241, 0.080, 0.003], [0.069, -0.100, 0.030], [0.068, -0.093, 0.200], [0.089, -0.007, 0.016], [-0.001, 0.027, -0.249], [0.099, -0.005, -0.049], [0.068, -0.001, 0.000], [-0.009, -0.008, 0.044], [0.009, -0.014, -0.018], [0.133, 0.019, 0.083], [-0.055, -0.018, -0.003], [0.010, 0.025, -0.085], [-0.084, 0.008, -0.032], [-0.047, 0.030, -0.041], [-0.005, -0.022, 0.007], [-0.020, -0.009, -0.014], [-0.070, -0.004, 0.034], [0.025, 0.000, 0.110], [-0.019, -0.022, 0.008], [-0.002, -0.012, -0.010], [-0.058, 0.019, 0.068], [-0.043, 0.001, 0.008], [-0.124, 0.079, -0.064], [0.063, -0.073, 0.080], [0.058, -0.082, 0.251], [0.132, 0.045, -0.005], [-0.028, 0.043, -0.250], [0.104, -0.007, -0.049], [0.051, -0.001, -0.016], [-0.007, 0.012, -0.001], [0.005, 0.003, -0.014], [0.089, 0.014, 0.052], [-0.042, -0.022, 0.008], [0.005, 0.021, -0.111], [-0.072, 0.007, -0.024], [-0.065, 0.024, -0.060], [-0.008, -0.024, 0.019], [-0.017, -0.006, -0.021], [-0.063, -0.007, 0.030], [0.027, 0.000, 0.116], [-0.018, -0.020, 0.010], [-0.003, -0.012, -0.010], [-0.060, 0.019, 0.070], [-0.042, -0.005, 0.012], [-0.124, 0.010, 0.091], [0.096, -0.003, -0.084], [0.054, -0.089, -0.269], [0.119, -0.033, -0.010], [-0.002, 0.135, 0.200], [0.108, 0.031, 0.035], [0.051, 0.005, 0.009], [-0.014, -0.008, -0.009], [0.008, 0.008, 0.009], [0.076, -0.068, -0.031], [-0.034, 0.016, -0.013], [0.011, 0.061, 0.109], [-0.094, -0.005, 0.035], [-0.052, 0.007, 0.052], [-0.025, 0.020, -0.037], [-0.020, 0.014, -0.006], [-0.066, -0.010, -0.023], [0.016, -0.081, -0.082], [-0.018, 0.010, -0.023], [-0.001, 0.015, -0.001], [-0.066, -0.056, -0.037]], "lumo_energy_ev": 0.13, "energy_ev": -57863.8342, "spin_multiplicity": 1}

2.
{"formula": "C28H69BrO9S6", "method": "ωB97M-V/def2-TZVPD", "symbols": ["C", "O", "C", "C", "C", "C", "C", "O", "C", "C", "C", "C", "Br", "C", "C", "C", "C", "C", "O", "C", "H", "H", "H", "H", "H", "H", "H", "H", "H", "H", "H", "H", "H", "H", "H", "H", "H", "H", "H", "H", "H", "H", "H", "H", "H", "H", "H", "H", "H", "H", "H", "H", "H", "C", "S", "O", "C", "H", "H", "H", "H", "H", "H", "C", "S", "O", "C", "H", "H", "H", "H", "H", "H", "C", "S", "O", "C", "H", "H", "H", "H", "H", "H", "C", "S", "O", "C", "H", "H", "H", "H", "H", "H", "C", "S", "O", "C", "H", "H", "H", "H", "H", "H", "C", "S", "O", "C", "H", "H", "H", "H", "H", "H"], "coordinates": [[4.9417, 0.7508, 1.0606], [4.3461, 1.9395, 0.5669], [3.9626, 1.8519, -0.7949], [2.7833, 0.9254, -1.0356], [1.7073, 1.0662, 0.0119], [0.4077, 0.3528, -0.3299], [0.5957, -1.1130, -0.7451], [0.6715, -1.2657, -2.1708], [0.7871, -2.6206, -2.6055], [2.1188, -3.2996, -2.2279], [3.1243, -3.2652, -3.3740], [3.4355, -1.8875, -3.9293], [4.7526, -4.1531, -2.7654], [-0.3920, -3.4996, -2.2132], [-1.7841, -2.8802, -2.3899], [-2.0282, -2.0208, -3.6268], [-3.5453, -1.7465, -3.7129], [-1.5617, -2.7051, -4.9205], [-0.1971, -3.9718, -0.8802], [-0.9511, -5.1085, -0.5390], [5.6826, 1.0389, 1.7980], [5.4549, 0.2026, 0.2706], [4.2006, 0.0971, 1.5167], [4.8187, 1.4831, -1.3685], [3.7631, 2.8537, -1.1590], [2.3828, 1.1051, -2.0301], [3.1522, -0.0936, -1.0140], [1.4987, 2.1315, 0.1326], [2.1163, 0.7427, 0.9635], [-0.2322, 0.3430, 0.5469], [-0.1051, 0.8522, -1.1456], [1.4958, -1.4804, -0.2694], [-0.2519, -1.6772, -0.3741], [0.7671, -2.5998, -3.6890], [2.5368, -2.9225, -1.3039], [1.9147, -4.3537, -2.0609], [2.7079, -3.8798, -4.1623], [2.8093, -1.6740, -4.7873], [4.4773, -1.7779, -4.1995], [3.2122, -1.1427, -3.1856], [-0.3432, -4.3750, -2.8693], [-2.0478, -2.3544, -1.4795], [-2.4803, -3.7178, -2.4751], [-1.5425, -1.0625, -3.4988], [-3.9742, -2.4619, -4.4133], [-4.0371, -1.9301, -2.7668], [-3.7587, -0.7571, -4.0905], [-1.4956, -3.7838, -4.8211], [-2.2304, -2.4414, -5.7303], [-0.5938, -2.3233, -5.2301], [-1.3615, -5.6109, -1.4137], [-0.3055, -5.8168, -0.0241], [-1.7755, -4.8568, 0.1268], [3.7988, -4.5123, 1.2476], [2.6695, -3.2297, 1.7973], [3.2891, -1.9318, 1.4055], [2.9912, -3.4320, 3.5536], [3.7873, -4.5190, 0.1586], [4.8035, -4.2841, 1.6039], [3.4695, -5.4810, 1.6237], [4.0540, -3.2888, 3.7490], [2.6722, -4.4264, 3.8652], [2.4127, -2.6788, 4.0842], [-4.6521, -1.1672, 0.8563], [-4.3431, 0.1120, -0.3669], [-3.0499, -0.2242, -1.0201], [-4.0016, 1.4177, 0.8105], [-4.8469, -2.0953, 0.3222], [-3.7728, -1.2796, 1.4909], [-5.5236, -0.8947, 1.4511], [-3.1705, 1.1314, 1.4520], [-4.8966, 1.6110, 1.4028], [-3.7375, 2.3080, 0.2435], [1.1837, 1.4699, 3.7930], [-0.2493, 1.7414, 4.8243], [-1.4558, 1.4135, 4.0112], [-0.1043, 3.5297, 4.8447], [1.2781, 0.3994, 3.6169], [1.0673, 1.9881, 2.8399], [2.0671, 1.8374, 4.3146], [-0.1380, 3.9110, 3.8233], [0.8332, 3.8085, 5.3267], [-0.9407, 3.9255, 5.4157], [5.1362, 3.9381, 4.2482], [4.9488, 2.4000, 5.1536], [3.6580, 2.4888, 5.8930], [6.2554, 2.7074, 6.3451], [4.3726, 3.9591, 3.4733], [5.0032, 4.7784, 4.9296], [6.1230, 3.9666, 3.7871], [6.0455, 3.6304, 6.8851], [7.2091, 2.7742, 5.8224], [6.2741, 1.8692, 7.0378], [-3.7397, 4.4418, 4.1526], [-5.1956, 4.7129, 5.1661], [-6.3712, 4.3540, 4.3331], [-5.0900, 6.5076, 5.1711], [-3.6343, 3.3713, 3.9849], [-3.8594, 4.9557, 3.1984], [-2.8599, 4.8130, 4.6758], [-5.1165, 6.8755, 4.1456], [-4.1697, 6.8149, 5.6679], [-5.9478, 6.8869, 5.7219], [-5.1728, 2.4236, -7.5345], [-4.5862, 1.0528, -6.5304], [-3.5021, 0.3909, -7.2980], [-6.0560, 0.0372, -6.7174], [-4.3745, 3.1606, -7.5823], [-5.4072, 2.0653, -8.5367], [-6.0530, 2.8646, -7.0666], [-6.2326, -0.1555, -7.7756], [-6.9086, 0.5480, -6.2701], [-5.8736, -0.8993, -6.1945]], "forces_ev_per_angstrom": [[-0.213, 0.162, 0.004], [0.134, 0.302, -0.110], [0.251, -0.371, -0.063], [0.248, -0.053, 0.098], [-0.234, 0.578, -0.156], [0.487, -0.665, -0.345], [-0.386, 0.374, 0.077], [0.282, -0.117, 0.044], [0.211, 0.211, 0.549], [-0.135, -0.371, -0.386], [-0.450, 0.352, 0.138], [0.071, 0.030, 0.250], [0.164, -0.173, -0.011], [-0.326, -0.097, 0.058], [0.327, -0.382, -0.054], [-0.640, -0.055, 0.155], [0.248, -0.747, -0.293], [0.259, 0.730, 0.072], [0.064, 0.027, -0.049], [0.001, -0.058, 0.075], [0.109, 0.068, 0.237], [0.033, -0.094, -0.157], [0.043, -0.101, -0.023], [0.134, 0.013, -0.146], [-0.173, 0.320, 0.242], [-0.055, 0.016, -0.230], [0.038, -0.401, -0.110], [-0.103, 0.177, 0.105], [-0.079, -0.253, 0.200], [-0.282, 0.171, 0.064], [-0.247, 0.197, -0.047], [0.273, -0.308, 0.130], [-0.085, -0.190, 0.040], [-0.145, 0.392, -0.234], [0.113, 0.332, 0.136], [-0.065, -0.157, 0.249], [0.274, -0.350, -0.194], [-0.081, 0.026, -0.233], [0.133, -0.054, -0.251], [-0.053, 0.404, 0.368], [0.190, -0.142, -0.175], [-0.032, 0.353, 0.043], [-0.148, -0.188, 0.130], [0.327, 0.119, -0.001], [-0.195, -0.105, -0.138], [-0.101, 0.366, 0.277], [-0.099, 0.341, 0.061], [-0.138, -0.227, -0.053], [-0.186, -0.132, -0.236], [0.281, -0.129, -0.043], [-0.042, -0.044, -0.194], [0.124, -0.063, 0.113], [-0.159, 0.097, 0.045], [0.044, -0.069, -0.057], [-0.019, -0.130, 0.022], [-0.005, -0.004, -0.009], [0.006, -0.011, 0.068], [-0.010, 0.023, 0.004], [-0.015, 0.052, 0.005], [-0.047, 0.014, 0.003], [0.002, 0.016, -0.049], [-0.017, 0.002, 0.004], [-0.020, 0.012, -0.016], [-0.005, -0.058, 0.065], [0.007, 0.005, 0.001], [0.081, 0.028, 0.063], [-0.041, 0.136, 0.087], [0.001, 0.012, -0.034], [0.021, 0.035, -0.024], [-0.009, -0.004, -0.004], [0.076, -0.067, 0.047], [-0.004, 0.026, -0.005], [-0.018, -0.006, -0.040], [0.198, -0.036, -0.201], [0.030, -0.032, 0.031], [-0.099, 0.075, -0.091], [0.058, 0.172, 0.027], [-0.037, -0.003, 0.000], [-0.125, -0.026, 0.006], [-0.003, -0.050, 0.130], [-0.022, -0.062, -0.019], [0.015, -0.054, 0.015], [0.000, -0.041, 0.048], [0.003, 0.072, -0.010], [0.070, -0.078, -0.128], [-0.071, 0.090, 0.026], [0.029, 0.056, 0.066], [0.007, -0.055, -0.024], [-0.013, -0.028, 0.032], [-0.006, -0.016, -0.027], [-0.033, 0.001, -0.010], [0.000, -0.016, -0.011], [-0.023, -0.022, -0.010], [0.062, -0.028, -0.110], [0.045, -0.039, 0.031], [-0.053, 0.003, -0.061], [0.022, 0.081, -0.008], [0.020, -0.028, 0.058], [-0.059, 0.017, 0.015], [-0.008, 0.015, 0.021], [-0.012, -0.037, -0.014], [-0.003, -0.003, 0.013], [-0.017, -0.027, 0.010], [-0.069, 0.039, -0.049], [0.036, 0.023, 0.106], [0.009, -0.042, -0.059], [-0.083, -0.032, -0.028], [0.027, -0.014, 0.019], [0.023, -0.031, 0.005], [0.008, 0.008, 0.011], [0.039, 0.007, -0.007], [0.004, -0.003, 0.018], [0.035, 0.006, 0.019]], "lumo_energy_ev": 0.36, "energy_ev": -183630.9343, "spin_multiplicity": 1}

Frontier orbital gap (Eh)
0.2917 0.3346